(1)
The following is a DFT calculation (wB97M-V/def2-TZVPD) of 2 unconnected molecules or ions with the total composition C2H3OPS at a distorted geometry.

Calculated values
Max |F|, eV/Å: 3.915
M, u: 106.09
Electronic energy, Ha: -892.62813
Energy relative to the best compared isomer or geometry (same formula, charge and spin), kcal per mole: 85.0
Kohn-Sham gap (spin up / spin down), eV: 7.8 / 7.8

ORCA input file:
```
! wB97M-V def2-TZVPD RIJCOSX def2/J DEFGRID3
* xyz 0 1
H -0.40430 -0.90721 -0.59716
H 2.78801 2.54637 0.51141
C -2.53750 -0.93492 -0.20501
H -3.52313 -0.94935 0.32488
P 1.52071 1.88721 0.00666
C -1.41628 -0.81835 -0.56218
S 2.29512 0.05238 0.50074
O 1.27738 -0.87613 0.02065
*
```

Mulliken atomic charge list, values in e, 2 entries: 0.546, 0.067

(2)
The following is a DFT calculation (wB97M-V/def2-TZVPD) of 6 unconnected molecules or ions with the total composition C25H63ClN8O5PS at a distorted geometry.

Calculated values
Max |F|, eV/Å: 1.385
M, u: 654.32
Electronic energy, Ha: -3003.96900
Kohn-Sham gap, eV: 7.6

ORCA input file:
```
! wB97M-V def2-TZVPD RIJCOSX def2/J DEFGRID3
* xyz 1 1
H -6.31079 1.88902 1.57381
H -0.64514 2.08986 -3.28008
H 1.88578 -1.27433 2.22974
N -3.18965 1.16407 2.17351
N 0.39102 3.68988 -0.32065
C 4.30684 -1.34758 3.48203
H 5.40316 -4.37770 -0.02742
C 5.85864 -5.35561 1.68014
H -5.40029 8.29117 1.44203
H 0.12954 0.49174 -3.15030
H -6.35980 -0.91242 2.31021
H 1.30409 0.52080 -1.26205
C 7.31488 -4.92695 1.82420
H -1.63506 0.64430 -3.03859
C -4.31586 8.27747 1.33291
H 5.02197 0.32574 1.41066
H 2.55053 3.93774 -2.02839
H -4.72886 3.89435 1.88668
H -2.76694 7.02418 0.59022
O -1.40009 -5.23702 -2.90702
H 6.31773 -7.48249 1.54534
H -5.44214 5.90136 0.65788
C -3.21216 2.49593 2.17646
C -3.84926 7.11730 0.46255
H -3.53166 6.54429 -1.57589
H -2.04367 -5.86833 -4.78961
H 2.78685 1.13584 3.56296
H 4.26707 1.81999 2.84739
H 7.69674 -5.92765 -0.88362
H -4.00249 9.23227 0.91083
C 4.03567 -0.12627 1.24909
H -2.16816 -1.97234 -3.06668
H 3.95232 -0.34447 0.18094
N -4.44790 2.91076 1.93378
H 5.25337 -0.81590 3.59491
H 2.68902 2.56126 2.51947
H 5.43078 -5.41238 2.68584
C -4.10445 7.30349 -1.03564
H 0.51844 0.97617 0.24358
H 3.55456 -0.83936 4.08830
S -4.91643 -1.72257 0.00241
H -4.29112 -1.66107 2.73590
C 7.21089 -6.90107 -0.77967
H -0.89829 -6.90890 -3.93599
C 1.32122 2.66118 -0.80351
H -2.03760 -0.77482 0.53518
H 7.92615 -5.73246 2.23395
C -2.36457 -3.00221 -3.38730
H -5.77223 9.16033 -1.47607
H -3.74227 8.28200 -1.37204
O -5.44627 7.10579 -1.42210
H 0.10127 3.40079 0.60675
O 5.86847 -6.78160 -0.34792
Cl -1.89999 3.49490 2.41690
C -0.68795 1.11817 -2.78339
H 4.43106 -2.34855 3.89395
H -1.82482 0.22387 3.47974
N 5.12638 -4.31467 0.94946
O -0.64168 1.24258 -1.37084
H -4.06825 5.11665 0.38705
H 4.13599 -4.54585 0.94805
C -6.30411 8.22689 -1.27426
C 1.88819 3.08258 -2.15370
N -4.46608 5.86836 0.95020
H -1.13320 1.03773 2.08952
H -1.46289 -1.99311 3.09408
C 3.89707 -1.44222 2.01724
H -1.02176 -3.59776 -1.82725
H -7.10669 8.11660 -2.00074
H -1.54298 -2.83131 -5.39361
H -0.32707 -5.40235 -4.68038
H 2.15305 2.60115 -0.09867
C -1.15917 -5.87337 -4.14825
H -0.45521 3.61649 -0.88090
C -4.48929 0.71294 1.92578
H 4.56499 -2.16583 1.54074
H 2.30294 -2.17425 0.96441
C -1.18590 -3.84378 -2.88070
H -3.74752 -4.40891 -2.94695
H -0.26389 -3.58976 -3.42260
H 7.79456 -7.52133 -0.09304
C -5.25730 1.81581 1.78599
H -2.92711 -3.92529 -5.27585
N 2.53921 -1.99567 1.93655
P -5.06777 -1.00011 1.78149
C -2.50640 -2.99079 -4.90556
H 2.46223 2.27432 -2.60914
H -3.57435 -3.31999 -1.78322
C -1.95447 0.39319 2.40980
O 3.01623 0.83079 1.51131
N -3.64014 -3.40972 -2.79269
H 7.38824 -4.07200 2.49604
H 7.19568 -7.38020 -1.75740
C 3.20804 1.61279 2.67352
H -3.17908 -2.19038 -5.21177
H -3.88983 8.19407 2.33200
H 4.64061 -7.05258 1.20944
N -1.59890 -2.01778 2.08120
H -6.74821 8.27433 -0.27728
C -1.86487 -0.87974 1.60642
C 0.65694 1.27632 -0.80050
H 1.10306 3.38018 -2.84971
C 5.67628 -6.74143 1.05069
H 7.74222 -4.62549 0.86770
*
```

Mulliken atomic charge list, values in e, 2 entries: 0.463, 0.273

(3)
The following is a DFT calculation (wB97M-V/def2-TZVPD) of a molecular structure, C3H12N6O3Rb at a distorted geometry.

Calculated values
Max |F|, eV/Å: 5.668
M, u: 265.64
Electronic energy, Ha: -699.78332
Energy relative to the best compared isomer or geometry (same formula, charge and spin), kcal per mole: 38.1
Kohn-Sham gap, eV: 10.4

ORCA input file:
```
! wB97M-V def2-TZVPD RIJCOSX def2/J DEFGRID3
* xyz 1 1
C -2.85202 1.17160 2.34970
O 0.12592 -2.49029 -0.81193
H -0.30223 -5.23698 -2.22241
H -2.17768 -0.35763 3.27288
H 4.38394 1.57287 -0.16116
O -2.26546 0.96727 1.32079
H 1.06356 3.16448 -1.75164
N 1.34737 -3.48935 -2.31998
H 1.94110 -2.69552 -2.51346
C 2.66842 2.15422 -1.07989
N 3.77209 2.34380 -0.38788
H -3.86314 2.79450 1.66497
H 1.57874 -4.46881 -2.40494
O 2.39500 1.14610 -1.65445
H 3.95965 3.28642 -0.07741
N 1.86184 3.14702 -1.13313
N -2.96396 0.27589 3.25017
H 2.17155 4.00938 -0.70827
N -0.37967 -4.50138 -1.53465
H -3.50175 0.45216 4.08671
H -4.31269 2.29433 3.28690
C 0.39303 -3.44459 -1.48542
H -1.10150 -4.53975 -0.82925
N -3.80739 2.13418 2.42717
Rb -0.13480 0.31014 -0.58345
*
```

Mulliken atomic charge list, values in e, 2 entries: 0.569, -0.604